{
  "formula": "C6H3AsBrFeNO2S4",
  "method": "ωB97M-V/def2-TZVPD",
  "de_lowest_ev": 0.4976,
  "e_homo_ha": [-0.1688, -0.1688],
  "spin_multiplicity": 2,
  "total_energy_ev": -220468.3594,
  "total_charge": -1,
  "e_lumo_ev": [1.5, 0.9],
  "homo_lumo_gap_ev": [6.110, 5.484],
  "s_squared": 0.847,
  "species": ["N", "S", "C", "H", "Br", "S", "Fe", "H", "C", "C", "O", "C", "S", "O", "S", "H", "C", "As", "C"],
  "positions_angstrom": [[-0.2777, -0.4219, -0.2847], [0.3621, 5.6604, 1.7324], [-1.6237, -1.7476, -1.7608], [1.5789, -2.8317, -1.6873], [-2.9952, 0.2563, -0.3937], [-1.1449, 2.5452, 1.0509], [0.4779, 1.1186, 1.0587], [-2.6036, -1.9207, -2.1784], [2.0989, -0.9310, 0.0847], [-1.4467, -0.7164, -0.8504], [3.0384, -1.6646, -0.1737], [0.7668, -1.2125, -0.6054], [1.5186, 2.3649, 2.4882], [2.0786, 0.0603, 0.8876], [-1.2006, 3.7188, 4.4033], [-0.6446, -3.3398, -2.8052], [-0.5352, -2.5286, -2.0968], [-0.1291, 3.8519, 2.6303], [0.6812, -2.2617, -1.4997]]
}

{
  "formula": "C6H3I",
  "method": "ωB97M-V/def2-TZVPD",
  "de_lowest_ev": 2.3234,
  "e_homo_ha": [-0.3176, -0.3176],
  "total_energy_ev": -14363.1081,
  "e_lumo_ev": [-1.3, -1.3],
  "homo_lumo_gap_ev": [7.322, 7.323],
  "species": ["H", "I", "C", "C", "C", "C", "H", "C", "C", "H"],
  "positions_angstrom": [[-2.6094, 1.0203, 0.3096], [3.3950, -0.5849, 0.0273], [-0.5359, 1.5353, 0.0305], [-1.6352, 0.7887, 0.1287], [0.7511, 1.4094, -0.0683], [1.1020, 0.1344, -0.1204], [0.1758, -1.2003, -1.1216], [0.1456, -0.9663, -0.0493], [-1.2637, -0.5250, 0.1157], [0.4748, -1.6116, 0.7478]]
}

{
  "formula": "C6H3N2O2S",
  "method": "ωB97M-V/def2-TZVPD",
  "de_lowest_ev": 6.2955,
  "e_homo_ha": [-0.0996, -0.0998],
  "total_energy_ev": -24176.1901,
  "total_charge": -1,
  "e_lumo_ev": [3.3, 3.3],
  "homo_lumo_gap_ev": [5.997, 6.002],
  "species": ["O", "H", "N", "O", "C", "C", "C", "C", "H", "N", "C", "C", "H", "S"],
  "positions_angstrom": [[-3.9267, 2.1700, 0.6916], [0.8354, 1.7321, 1.5165], [0.3170, -1.6564, -0.6366], [-4.0111, 2.9229, -1.5224], [-3.5324, 2.4050, -0.5501], [-2.6209, 1.6848, 0.2180], [0.8011, -0.6199, -0.0413], [-0.1058, 1.5889, 0.8076], [1.8316, -0.7126, 0.4821], [-0.8522, -1.1784, -1.2633], [-0.0899, 0.5155, -0.0405], [-1.1460, 0.1022, -0.9432], [-1.4703, -1.8770, -1.5716], [-1.4343, 2.6652, 1.0748]]
}

{
  "formula": "C6H3N4OS2",
  "method": "ωB97M-V/def2-TZVPD",
  "smiles": "O=C(c1cccs1)n1nnnc1[S-]",
  "de_lowest_ev": 0.1715,
  "e_homo_ha": -0.1445,
  "total_energy_ev": -35948.6601,
  "total_charge": -1,
  "e_lumo_ev": 2.7,
  "homo_lumo_gap_ev": 6.599,
  "species": ["C", "N", "C", "C", "C", "H", "N", "N", "H", "O", "S", "N", "C", "H", "C", "S"],
  "positions_angstrom": [[-0.7300, 0.6363, 0.5382], [2.3416, -0.6166, -1.6304], [-2.0025, 1.3116, 0.6765], [2.2707, -0.2800, 0.5406], [-0.8198, -0.4630, -0.2044], [-2.1032, 2.2038, 1.1133], [3.3841, -0.0306, -1.2943], [3.4204, 0.2816, 0.0576], [0.2698, 0.9618, 1.1016], [0.0309, -2.3988, -1.3437], [-2.4855, -0.7775, -0.7272], [1.5559, -0.7592, -0.5305], [0.1917, -1.4070, -0.6946], [-4.0199, 0.9057, 0.1898], [-3.0415, 0.6539, 0.0830], [1.7373, -0.2220, 2.1245]]
}

{
  "formula": "C6H4",
  "method": "ωB97M-V/def2-TZVPD",
  "smiles": "C#CC(=C)C#C",
  "de_lowest_ev": 0.9325,
  "e_homo_ha": -0.3370,
  "total_energy_ev": -6281.5426,
  "e_lumo_ev": 0.3,
  "homo_lumo_gap_ev": 9.473,
  "species": ["H", "C", "H", "H", "C", "C", "C", "H", "C", "C"],
  "positions_angstrom": [[-3.4181, -1.3358, 0.0003], [1.3022, -0.3827, 0.1470], [1.1750, 2.1020, -0.0767], [-0.5365, 2.4707, -0.1194], [-1.3862, -0.2548, 0.0315], [2.3381, -0.9387, -0.1016], [-2.4680, -0.7694, -0.0479], [3.3750, -1.3452, -0.0406], [-0.0370, 0.3266, 0.0134], [0.1516, 1.7037, -0.0031]]
}